Entry 1:
{
  "formula": "C24H17ClCuN3O10",
  "method": "wB97M-V/def2-TZVPD",
  "symbols": ["Cu", "C", "O", "C", "C", "C", "C", "C", "C", "N", "N", "C", "C", "O", "C", "C", "C", "C", "C", "C", "C", "C", "H", "H", "H", "H", "H", "H", "H", "H", "H", "H", "H", "H", "H", "O", "Cl", "O", "O", "O", "O", "C", "O", "C", "C", "C", "C", "C", "C", "N", "O", "O", "H", "H", "H", "H"],
  "xyz": [[0.148, -0.536, 0.920], [-3.301, 1.427, 1.311], [-1.935, 1.732, 1.094], [-1.581, 2.091, -0.170], [-2.456, 2.616, -1.110], [-1.979, 3.014, -2.355], [-0.636, 2.893, -2.668], [0.235, 2.349, -1.734], [-0.236, 1.946, -0.499], [0.617, 1.281, 0.421], [1.745, 1.802, 0.590], [2.651, 1.246, 1.440], [2.343, 0.228, 2.381], [1.205, -0.354, 2.458], [3.364, -0.145, 3.326], [4.591, 0.408, 3.293], [4.942, 1.421, 2.340], [6.229, 1.987, 2.314], [6.553, 2.963, 1.406], [5.580, 3.398, 0.492], [4.319, 2.854, 0.495], [3.968, 1.849, 1.420], [-3.915, 2.332, 1.303], [-3.358, 0.967, 2.294], [-3.663, 0.723, 0.560], [-3.506, 2.721, -0.877], [-2.672, 3.414, -3.084], [-0.274, 3.188, -3.644], [1.279, 2.182, -1.962], [3.102, -0.923, 4.031], [5.350, 0.081, 3.997], [6.965, 1.632, 3.027], [7.547, 3.391, 1.388], [5.826, 4.169, -0.228], [3.576, 3.188, -0.216], [1.849, -3.429, -1.255], [2.016, -2.445, -0.227], [3.276, -2.603, 0.447], [1.907, -1.098, -0.771], [0.918, -2.581, 0.759], [-1.202, -0.894, -2.087], [-1.760, -1.310, -1.088], [-1.507, -0.972, 0.132], [-2.887, -2.313, -1.242], [-3.573, -2.811, -0.139], [-4.608, -3.714, -0.310], [-4.938, -4.112, -1.592], [-4.263, -3.639, -2.704], [-3.234, -2.734, -2.519], [-6.042, -5.067, -1.782], [-6.623, -5.470, -0.794], [-6.297, -5.424, -2.917], [-3.275, -2.484, 0.847], [-5.156, -4.117, 0.530], [-4.550, -3.983, -3.687], [-2.674, -2.336, -3.354]],
  "total_charge": -1,
  "orbital_gap_ev": [6.99, 6.94],
  "spin_multiplicity": 2,
  "s_squared": 0.755,
  "de_lowest_kcal_mol": 6.8,
  "homo_ev": [-5.4052, -5.3607],
  "e_lumo_ev": [1.58, 1.58]
}



Entry 2:
{
  "formula": "C25H18AsCl5HfN2O2S5",
  "method": "wB97M-V/def2-TZVPD",
  "symbols": ["Hf", "Cl", "C", "C", "C", "Cl", "C", "Cl", "C", "Cl", "C", "Cl", "C", "C", "C", "C", "C", "C", "C", "S", "O", "O", "N", "C", "C", "C", "C", "C", "N", "H", "H", "H", "H", "H", "H", "H", "H", "H", "H", "H", "S", "As", "S", "S", "S", "C", "C", "C", "C", "C", "C", "C", "H", "H", "H", "H", "H", "H", "H"],
  "xyz": [[0.566, 0.643, -0.561], [3.458, 3.527, -1.415], [1.853, 4.005, -0.939], [0.837, 3.063, -0.801], [-0.414, 3.614, -0.596], [-1.725, 2.462, -0.529], [-0.703, 4.963, -0.456], [-2.326, 5.521, -0.199], [0.351, 5.861, -0.536], [0.061, 7.562, -0.361], [1.633, 5.379, -0.791], [2.932, 6.521, -0.948], [-2.414, -0.678, 6.083], [-2.623, -0.724, 4.593], [-2.736, -1.934, 3.921], [-2.894, -1.976, 2.542], [-2.932, -0.788, 1.827], [-2.838, 0.434, 2.483], [-2.689, 0.457, 3.857], [-2.939, -0.817, 0.063], [-3.591, -2.045, -0.327], [-3.521, 0.422, -0.379], [-1.390, -0.811, -0.328], [-0.648, -1.983, -0.255], [-1.041, -3.330, -0.190], [-0.048, -4.289, -0.169], [1.298, -3.941, -0.216], [1.608, -2.601, -0.287], [0.654, -1.672, -0.308], [-2.162, -1.664, 6.475], [-3.311, -0.329, 6.601], [-1.599, 0.001, 6.337], [-2.677, -2.861, 4.481], [-2.973, -2.920, 2.022], [-2.852, 1.352, 1.911], [-2.575, 1.409, 4.363], [-2.082, -3.600, -0.187], [-0.334, -5.334, -0.120], [2.087, -4.679, -0.183], [2.619, -2.220, -0.318], [2.923, -1.434, 2.632], [2.650, 0.492, 1.783], [0.446, 1.010, 1.883], [3.012, 0.320, -0.448], [3.741, 2.130, 2.542], [0.045, 0.624, -2.821], [1.130, -0.141, -3.493], [2.260, 0.503, -4.015], [3.315, -0.209, -4.562], [3.280, -1.598, -4.618], [2.163, -2.256, -4.115], [1.110, -1.539, -3.566], [-0.919, 0.115, -2.914], [-0.042, 1.636, -3.218], [2.315, 1.585, -3.954], [4.180, 0.327, -4.935], [4.111, -2.156, -5.031], [2.114, -3.339, -4.138], [0.250, -2.072, -3.172]],
  "total_charge": -2,
  "orbital_gap_ev": 6.07,
  "de_lowest_kcal_mol": 0.0,
  "homo_ev": -2.0389,
  "e_lumo_ev": 4.03
}



Entry 3:
{
  "formula": "C64H79N7O38S3",
  "method": "wB97M-V/def2-TZVPD",
  "symbols": ["C", "C", "O", "S", "O", "O", "O", "H", "H", "H", "H", "C", "C", "O", "S", "O", "O", "O", "H", "H", "H", "H", "C", "C", "O", "S", "O", "O", "O", "H", "H", "H", "H", "C", "C", "O", "C", "O", "O", "C", "H", "H", "H", "H", "H", "H", "H", "H", "C", "C", "O", "C", "O", "O", "C", "H", "H", "H", "H", "H", "H", "H", "H", "C", "C", "O", "C", "O", "O", "C", "H", "H", "H", "H", "H", "H", "H", "H", "C", "C", "O", "C", "O", "O", "C", "H", "H", "H", "H", "H", "H", "H", "H", "C", "C", "C", "C", "C", "C", "N", "O", "O", "H", "H", "H", "H", "H", "C", "C", "C", "C", "C", "C", "N", "O", "O", "H", "H", "H", "H", "H", "C", "C", "C", "C", "C", "C", "N", "O", "O", "H", "H", "H", "H", "H", "C", "C", "C", "C", "C", "C", "N", "O", "O", "H", "H", "H", "H", "H", "C", "C", "C", "C", "C", "C", "N", "O", "O", "H", "H", "H", "H", "H", "C", "C", "C", "C", "C", "C", "N", "O", "O", "H", "H", "H", "H", "H", "C", "C", "C", "C", "C", "C", "N", "O", "O", "H", "H", "H", "H", "H"],
  "xyz": [[0.432, 4.700, 3.415], [1.096, 3.362, 3.698], [2.345, 3.726, 4.292], [2.509, 5.305, 4.576], [3.250, 5.854, 3.445], [3.009, 5.625, 5.954], [0.928, 5.589, 4.400], [-0.657, 4.719, 3.456], [0.912, 5.054, 2.502], [1.197, 2.859, 2.736], [0.557, 2.681, 4.357], [-1.603, 7.095, -1.230], [-2.898, 6.595, -1.778], [-3.043, 5.238, -1.514], [-1.582, 4.539, -1.087], [-1.257, 3.409, -2.010], [-1.558, 4.295, 0.366], [-0.703, 5.957, -1.391], [-1.651, 7.352, -0.172], [-1.351, 7.999, -1.785], [-3.088, 6.751, -2.840], [-3.702, 7.019, -1.176], [5.380, 0.684, -2.140], [6.391, 0.161, -1.133], [5.796, -0.894, -0.430], [4.242, -1.222, -0.895], [3.235, -1.326, 0.223], [4.214, -2.274, -1.890], [4.119, 0.255, -1.627], [5.542, 0.315, -3.153], [5.215, 1.758, -2.229], [6.629, 0.948, -0.417], [7.334, -0.111, -1.607], [3.836, 4.814, 0.275], [4.208, 3.338, 0.623], [5.474, 3.090, 1.149], [6.606, 3.752, 0.724], [6.723, 4.520, -0.210], [7.577, 3.504, 1.644], [8.862, 4.088, 1.619], [2.772, 4.977, 0.449], [3.984, 4.971, -0.794], [4.373, 5.504, 0.925], [3.805, 2.652, -0.122], [3.540, 3.075, 1.443], [8.869, 5.177, 1.666], [9.290, 3.660, 0.713], [9.371, 3.631, 2.467], [-2.506, -4.647, 6.848], [-2.190, -3.557, 5.868], [-3.113, -3.615, 4.823], [-3.048, -2.832, 3.770], [-2.151, -2.013, 3.592], [-4.097, -3.078, 3.016], [-4.217, -2.412, 1.787], [-3.290, -4.322, 7.532], [-1.652, -4.844, 7.495], [-2.933, -5.588, 6.502], [-1.189, -3.787, 5.503], [-2.176, -2.539, 6.255], [-3.678, -3.041, 1.079], [-3.745, -1.437, 1.908], [-5.256, -2.267, 1.494], [-9.295, -0.184, 1.883], [-8.426, 0.189, 0.713], [-7.100, 0.170, 1.160], [-6.073, 0.476, 0.317], [-6.128, 0.408, -0.902], [-5.053, 0.794, 1.013], [-3.815, 1.084, 0.489], [-10.280, -0.570, 1.621], [-9.488, 0.701, 2.490], [-8.755, -0.850, 2.555], [-8.631, 1.152, 0.245], [-8.482, -0.521, -0.111], [-3.485, 0.292, -0.184], [-3.150, 1.342, 1.313], [-3.906, 1.973, -0.135], [-2.212, 0.637, -2.963], [-2.888, 0.176, -4.210], [-2.004, -0.704, -4.911], [-2.418, -1.430, -5.984], [-3.551, -1.319, -6.500], [-1.428, -2.125, -6.410], [-1.608, -3.028, -7.462], [-1.128, 0.678, -3.065], [-2.401, 0.003, -2.097], [-2.601, 1.624, -2.714], [-3.199, 0.954, -4.907], [-3.853, -0.262, -3.958], [-2.654, -3.271, -7.650], [-1.233, -4.026, -7.236], [-1.144, -2.638, -8.368], [-0.768, -1.393, 0.527], [-0.804, -0.074, 1.012], [-0.123, 0.905, 0.330], [0.556, 0.653, -0.866], [0.569, -0.654, -1.349], [-0.112, -1.651, -0.709], [1.288, 1.728, -1.559], [1.509, 2.793, -0.937], [1.659, 1.508, -2.721], [-1.292, -2.220, 0.984], [-1.338, 0.180, 1.916], [-0.154, 1.903, 0.742], [1.047, -0.856, -2.295], [-0.097, -2.654, -1.110], [0.188, -5.669, 1.235], [1.046, -6.552, 1.878], [0.626, -7.216, 3.034], [-0.646, -6.961, 3.566], [-1.420, -5.941, 3.005], [-0.996, -5.358, 1.843], [-1.167, -7.762, 4.680], [-0.598, -8.838, 4.995], [-2.233, -7.446, 5.258], [0.490, -5.154, 0.335], [1.942, -6.882, 1.374], [1.169, -8.045, 3.464], [-2.415, -5.729, 3.369], [-1.705, -4.796, 1.253], [3.207, 0.526, -5.627], [2.122, -0.362, -5.656], [1.969, -1.131, -6.847], [2.850, -1.056, -7.938], [3.876, -0.156, -7.879], [4.040, 0.714, -6.794], [2.742, -1.982, -9.105], [1.840, -2.859, -9.039], [3.506, -1.941, -10.046], [3.310, 1.274, -4.855], [1.358, -0.381, -4.893], [1.142, -1.823, -6.897], [4.620, -0.136, -8.661], [4.891, 1.376, -6.850], [1.290, -4.212, 5.968], [0.999, -3.268, 6.951], [0.702, -1.965, 6.566], [0.732, -1.617, 5.227], [0.906, -2.582, 4.217], [1.341, -3.839, 4.595], [0.683, -0.127, 4.888], [0.741, 0.166, 3.684], [0.749, 0.656, 5.803], [1.645, -5.187, 6.269], [0.997, -3.513, 8.003], [0.646, -1.256, 7.379], [0.826, -2.467, 3.146], [1.734, -4.522, 3.856], [2.273, -6.821, -1.383], [2.596, -5.484, -1.645], [1.780, -4.744, -2.499], [0.588, -5.299, -3.056], [0.289, -6.644, -2.799], [1.133, -7.363, -1.931], [-0.422, -4.403, -3.659], [-0.133, -3.179, -3.553], [-1.448, -4.837, -4.255], [2.889, -7.385, -0.700], [3.504, -5.081, -1.220], [2.074, -3.711, -2.618], [-0.608, -7.112, -3.178], [0.854, -8.379, -1.693], [-6.787, 0.707, 4.013], [-6.830, 2.090, 4.013], [-5.678, 2.831, 3.983], [-4.425, 2.170, 3.922], [-4.378, 0.804, 3.883], [-5.536, 0.103, 4.032], [-3.177, 2.951, 3.777], [-3.204, 4.178, 4.105], [-2.112, 2.340, 3.541], [-7.645, 0.059, 4.112], [-7.782, 2.582, 4.149], [-5.729, 3.908, 4.050], [-3.481, 0.202, 3.848], [-5.518, -0.966, 4.185], [1.682, 6.069, -3.767], [2.650, 6.838, -4.306], [3.873, 6.198, -4.566], [4.105, 4.883, -4.294], [3.078, 4.165, -3.646], [1.817, 4.770, -3.380], [5.388, 4.271, -4.569], [5.465, 3.056, -4.528], [6.342, 4.998, -4.673], [0.729, 6.515, -3.523], [2.556, 7.892, -4.526], [4.697, 6.725, -5.023], [3.026, 3.132, -3.334], [0.921, 4.305, -2.996]],
  "total_charge": 0,
  "orbital_gap_ev": 8.29,
  "homo_ev": -9.5405,
  "e_lumo_ev": -1.25
}



Entry 4:
{
  "formula": "CHCl3O2S",
  "method": "wB97M-V/def2-TZVPD",
  "symbols": ["C", "O", "O", "S", "Cl", "Cl", "Cl", "H"],
  "xyz": [[0.125, 0.595, 0.631], [-2.996, -0.698, 1.802], [-2.714, -1.818, -0.382], [-2.471, -0.625, 0.463], [-0.508, 2.084, 0.160], [0.396, 0.192, 2.206], [-3.422, 1.168, -0.466], [-0.060, -0.097, -0.206]],
  "total_charge": 0,
  "orbital_gap_ev": [7.80, 5.59],
  "de_lowest_kcal_mol": 54.3,
  "homo_ev": [-10.0120, -9.1263],
  "e_lumo_ev": [-2.22, -3.54]
}



Entry 5:
{
  "formula": "C8H19N5O3W",
  "method": "wB97M-V/def2-TZVPD",
  "symbols": ["W", "N", "C", "C", "N", "C", "C", "N", "H", "H", "H", "H", "H", "H", "H", "H", "H", "H", "H", "H", "H", "N", "C", "C", "O", "N", "C", "C", "O", "O", "H", "H", "H", "H", "H", "H"],
  "xyz": [[-0.237, 0.309, -0.410], [-0.097, -0.969, 1.533], [1.058, -1.955, 1.584], [2.203, -1.401, 0.760], [1.700, -0.802, -0.525], [1.411, -1.814, -1.641], [0.089, -2.542, -1.449], [-1.075, -1.567, -1.151], [0.019, -0.355, 2.344], [-0.955, -1.473, 1.779], [0.702, -2.916, 1.227], [1.369, -2.106, 2.618], [2.939, -2.177, 0.543], [2.737, -0.615, 1.300], [2.465, -0.234, -0.899], [2.220, -2.547, -1.666], [1.437, -1.261, -2.579], [0.112, -3.255, -0.632], [-0.160, -3.100, -2.352], [-1.761, -2.058, -0.572], [-1.562, -1.398, -2.038], [0.880, 1.749, 0.869], [-0.036, 2.413, 1.851], [-1.341, 2.694, 1.170], [-2.100, 3.561, 1.318], [-1.580, 1.648, -0.025], [-2.673, 2.206, -0.852], [-2.308, 2.693, -2.193], [-2.050, 3.060, -3.205], [0.052, 0.683, -2.016], [1.326, 2.463, 0.278], [1.660, 1.352, 1.401], [-0.222, 1.753, 2.703], [0.384, 3.342, 2.245], [-3.518, 1.515, -0.973], [-3.091, 3.101, -0.345]],
  "total_charge": 4,
  "orbital_gap_ev": 8.15,
  "de_lowest_kcal_mol": 0.0,
  "homo_ev": -25.8412,
  "e_lumo_ev": -17.70
}



Entry 6:
{
  "formula": "C6H10N4S2",
  "method": "wB97M-V/def2-TZVPD",
  "symbols": ["C", "C", "C", "C", "C", "C", "N", "N", "N", "N", "S", "S", "H", "H", "H", "H", "H", "H", "H", "H", "H", "H"],
  "xyz": [[1.869, -0.959, 3.005], [-1.215, 0.259, -1.879], [0.533, -1.274, -1.731], [-0.678, 1.505, -0.009], [1.637, -1.936, -0.942], [-1.531, 1.669, 1.300], [1.291, -0.433, 2.075], [-1.578, 1.313, -1.145], [-0.109, -0.276, -1.209], [0.183, 0.374, -0.148], [2.637, -1.577, 4.190], [-1.971, -0.223, -3.206], [0.078, -1.669, -2.634], [-0.053, 2.402, -0.382], [2.464, -2.135, -1.520], [1.152, -2.832, -0.505], [1.912, -1.259, -0.084], [-1.063, 1.995, 2.239], [-2.052, 0.605, 1.578], [-2.340, 2.488, 1.261], [0.974, -0.089, 1.144], [-2.139, 2.050, -1.400]],
  "total_charge": 0,
  "orbital_gap_ev": [7.89, 7.89],
  "de_lowest_kcal_mol": 29.9,
  "homo_ev": [-8.4331, -8.4326],
  "e_lumo_ev": [-0.55, -0.55]
}



Number 1: DFT total energy -3941.88686 Ha. Number 2: DFT total energy -7799.43352 Ha. Number 3: DFT total energy -6922.28619 Ha. Number 4: DFT total energy -1967.82455 Ha. Number 5: DFT total energy -881.11865 Ha. Number 6: DFT total energy -1249.91766 Ha.